No. 1
Below is a molecular structure, C29H42ClDyN3O2Si at a distorted geometry, with properties calculated with the ωB97M-V functional and the def2-TZVPD basis.

Last column: Löwdin charge in e.
Element x y z (Å)
Dy: -1.254 -0.031 -1.133  1.018
Cl: -2.939 0.137 0.647  -0.045
N: -0.649 2.252 -1.258  0.004
N: -0.737 -2.349 -1.013  0.008
C: -1.608 2.975 -1.816  -0.360
C: -1.530 -3.145 -1.717  -0.352
C: 0.328 3.186 -0.628  -0.548
C: -0.353 4.547 -0.802  -0.041
C: 1.646 3.152 -1.382  -0.027
C: 0.503 2.805 0.831  -0.030
H: 1.494 3.438 -2.432  0.080
H: 2.110 2.158 -1.338  0.086
H: 2.333 3.879 -0.925  0.092
H: -0.470 2.833 1.338  0.089
H: 1.183 3.521 1.309  0.098
H: 0.916 1.794 0.957  0.050
C: 0.125 -3.198 -0.143  -0.549
C: -0.191 -4.608 -0.645  -0.046
C: -0.296 -2.996 1.306  -0.029
C: 1.593 -2.862 -0.334  -0.025
H: 1.858 -2.919 -1.397  0.086
H: 2.196 -3.597 0.216  0.097
H: 1.838 -1.864 0.053  0.062
H: -1.384 -3.126 1.401  0.093
H: -0.023 -1.992 1.669  0.061
H: 0.205 -3.746 1.934  0.093
O: -1.321 -4.433 -1.578  0.032
H: -0.522 -5.307 0.137  0.131
H: 0.626 -5.061 -1.225  0.128
O: -1.537 4.274 -1.643  0.038
H: 0.250 5.292 -1.340  0.128
H: -0.716 4.979 0.142  0.132
C: -2.751 2.380 -2.595  -0.057
C: -2.632 -2.664 -2.615  -0.054
C: -2.248 -1.367 -3.287  -0.292
H: -3.515 -2.513 -1.969  0.139
H: -2.871 -3.455 -3.335  0.122
C: -2.730 -0.146 -2.752  -0.311
C: -2.318 1.102 -3.282  -0.300
H: -3.228 -0.159 -1.686  0.018
C: -1.438 1.121 -4.370  -0.254
C: -0.974 -0.095 -4.880  -0.058
C: -0.961 2.424 -4.946  -0.036
C: -1.363 -1.333 -4.366  -0.257
H: -0.303 -0.076 -5.745  0.093
C: -0.813 -2.615 -4.930  -0.040
H: -0.328 -2.425 -5.894  0.073
H: -1.605 -3.357 -5.092  0.078
H: -0.058 -3.076 -4.272  0.085
H: -1.770 3.162 -5.012  0.078
H: -0.569 2.264 -5.957  0.075
H: -0.145 2.875 -4.355  0.079
H: -3.120 3.124 -3.311  0.124
H: -3.556 2.180 -1.866  0.131
C: -1.935 0.459 3.692  -0.241
Si: -0.183 0.178 4.279  0.343
C: 0.289 1.691 5.284  -0.191
C: -0.187 -1.380 5.323  -0.192
N: 0.923 -0.021 2.933  -0.073
C: 2.247 -0.086 2.948  -0.430
C: 2.975 0.047 1.708  -0.095
C: 4.362 0.108 1.691  -0.146
C: 5.093 -0.009 2.885  -0.177
C: 4.423 -0.209 4.101  -0.150
C: 3.039 -0.270 4.141  -0.082
H: -2.592 0.703 4.544  0.026
H: -2.348 -0.433 3.201  -0.023
H: -1.998 1.289 2.974  -0.018
H: -0.335 1.759 6.186  0.016
H: 1.341 1.670 5.598  0.014
H: 0.135 2.607 4.695  0.020
H: -0.761 -2.176 4.826  0.018
H: 0.825 -1.763 5.506  0.010
H: -0.659 -1.180 6.296  0.016
H: 2.391 0.141 0.787  0.062
H: 4.880 0.248 0.740  0.083
H: 6.184 0.047 2.869  0.068
H: 4.990 -0.318 5.027  0.084
H: 2.523 -0.437 5.090  0.069

Forces on atoms 1 to 3 (eV/Å):
Dy 5.2 0.0 1.7
Cl -1.4 0.1 1.0
N -1.3 2.4 -1.2

Results
Energy above the lowest of the compared OMol25 structures with the same formula, charge and spin: 0.000 eV
E_LUMO (alpha / beta): 2.4 / 2.4 eV
M: 690.71 g/mol
Frontier orbital gap (alpha / beta): 0.1838 / 0.1518 Ha
Multiplicity: 6
Total charge: -1

No. 2
Below is a gas-phase ion, C29H42NO2Si (charge +1) at a distorted geometry, with properties calculated with the ωB97M-V functional and the def2-TZVPD basis.

Last column: Löwdin charge in e.
Element x y z (Å)
C: 4.759 -2.430 3.373  -0.094
C: 3.404 -1.818 3.005  -0.272
C: 2.204 -2.695 3.282  -0.187
C: 0.860 -2.126 2.890  -0.073
O: 1.042 -1.433 1.573  0.063
C: -0.014 -1.143 0.892  -0.300
C: -0.056 0.083 0.052  -0.001
O: -1.086 -1.836 1.171  -0.034
Si: -2.356 -2.970 0.621  0.651
C: -1.905 -3.007 -1.153  -0.131
C: -2.269 -4.636 1.474  -0.145
C: -4.094 -2.143 1.025  -0.626
C: -4.509 -1.375 -0.223  -0.101
C: -3.964 -1.221 2.229  -0.089
C: -5.135 -3.232 1.274  -0.096
H: 5.561 -1.789 2.986  0.070
H: 4.908 -2.523 4.458  0.082
H: 4.909 -3.423 2.924  0.081
H: 3.297 -0.874 3.551  0.124
H: 3.407 -1.592 1.933  0.080
H: 2.326 -3.645 2.759  0.124
H: 2.155 -2.966 4.344  0.136
H: 0.126 -2.927 2.794  0.118
H: 0.483 -1.382 3.601  0.150
H: -1.051 0.071 -0.428  0.120
H: 0.085 0.933 0.778  0.178
H: -2.665 -3.477 -1.761  0.052
H: -1.720 -2.024 -1.563  0.034
H: -0.997 -3.586 -1.263  0.049
H: -2.933 -5.344 0.952  0.057
H: -1.250 -5.037 1.429  0.038
H: -2.576 -4.608 2.526  0.046
H: -4.624 -2.035 -1.089  0.083
H: -5.480 -0.914 -0.030  0.094
H: -3.813 -0.576 -0.494  0.080
H: -3.669 -1.748 3.141  0.086
H: -3.258 -0.402 2.066  0.076
H: -4.940 -0.768 2.418  0.093
H: -4.951 -3.820 2.175  0.080
H: -6.110 -2.750 1.387  0.094
H: -5.218 -3.925 0.429  0.088
C: 4.938 0.389 0.158  -0.006
N: 3.784 0.989 -0.442  -0.103
C: 2.667 0.295 -0.815  -0.014
C: 1.700 1.203 -1.235  -0.149
C: 0.305 0.714 -1.365  -0.191
C: -0.605 1.841 -2.049  -0.184
C: -0.866 3.057 -1.440  -0.065
C: -1.638 4.040 -2.099  -0.033
C: -2.029 3.893 -3.426  -0.278
C: -2.780 4.996 -4.095  -0.045
C: -1.661 2.714 -4.075  -0.023
C: -0.918 1.712 -3.411  -0.021
C: 2.336 2.511 -1.344  -0.085
C: 2.038 3.803 -1.790  -0.031
C: 2.930 4.871 -1.542  -0.070
C: 4.142 4.640 -0.844  -0.077
C: 4.477 3.349 -0.444  -0.030
C: 3.604 2.338 -0.696  -0.177
H: 5.669 1.164 0.357  0.082
H: 4.648 -0.096 1.096  0.072
H: 5.361 -0.367 -0.508  0.105
H: 2.580 -0.787 -0.641  0.143
H: 0.253 -0.182 -2.064  0.153
H: -0.481 3.262 -0.431  0.128
H: -1.893 4.954 -1.558  0.123
H: -3.004 4.769 -5.125  0.074
H: -3.711 5.198 -3.579  0.085
H: -2.227 5.928 -4.107  0.086
H: -1.934 2.581 -5.123  0.115
H: -0.640 0.808 -3.976  0.118
H: 1.160 3.999 -2.421  0.104
H: 2.693 5.890 -1.900  0.109
H: 4.794 5.494 -0.614  0.109
H: 5.425 3.140 0.040  0.104

Forces on atoms 1 to 3 (eV/Å):
C 0.1 -0.2 0.0
C 0.4 0.3 0.0
C 0.1 -0.7 0.2

Results
Energy above the lowest of the compared OMol25 structures with the same formula, charge and spin: 0.990 eV
E_LUMO: -3.4 eV
M: 464.75 g/mol
Frontier orbital gap: 0.2331 Ha
Multiplicity: 1
Total charge: +1

No. 3
Below is a molecular structure, C29H43AgN6Si2, with properties calculated with the ωB97M-V functional and the def2-TZVPD basis.

Last column: Löwdin charge in e.
Element x y z (Å)
Ag: 0.056 0.046 0.859  0.730
C: -2.267 3.408 -2.404  -0.185
Si: -1.649 1.879 -1.459  0.417
C: -3.141 1.253 -0.476  -0.182
C: -1.307 0.632 -2.836  -0.180
C: -0.232 2.084 -0.298  -0.424
C: -0.550 2.799 0.969  -0.431
C: -1.414 3.908 1.060  -0.054
C: -1.677 4.497 2.278  -0.077
C: -1.058 4.009 3.423  -0.093
C: -0.199 2.937 3.263  -0.170
N: 0.039 2.346 2.099  0.053
Si: 1.403 2.683 -0.906  0.411
C: 1.808 2.048 -2.645  -0.180
C: 1.462 4.569 -1.005  -0.177
C: 2.833 2.189 0.228  -0.194
H: -2.927 3.096 -3.218  0.025
H: -1.443 3.968 -2.848  0.018
H: -2.836 4.095 -1.777  0.013
H: -3.967 0.955 -1.123  0.026
H: -3.511 2.037 0.188  0.019
H: -2.862 0.393 0.141  0.000
H: -2.256 0.266 -3.233  0.029
H: -0.735 -0.223 -2.477  -0.005
H: -0.766 1.092 -3.662  0.021
H: -1.861 4.303 0.161  0.089
H: -2.353 5.342 2.336  0.103
H: -1.229 4.446 4.397  0.091
H: 0.316 2.510 4.119  0.103
H: 1.436 2.742 -3.400  0.031
H: 1.366 1.074 -2.849  -0.012
H: 2.888 1.968 -2.782  0.026
H: 0.732 4.936 -1.728  0.020
H: 2.445 4.934 -1.307  0.026
H: 1.223 5.019 -0.041  0.025
H: 2.774 1.137 0.522  -0.006
H: 2.804 2.770 1.150  0.022
H: 3.799 2.364 -0.251  0.022
C: 2.151 -3.723 1.600  -0.056
C: 1.111 -4.363 2.252  -0.059
C: 0.153 -3.596 2.896  -0.015
C: 0.257 -2.213 2.835  -0.252
N: 1.250 -1.590 2.194  0.074
C: 2.179 -2.338 1.604  -0.142
C: -0.762 -1.344 3.493  -0.241
C: -0.920 -1.356 4.872  -0.010
C: -1.859 -0.506 5.438  -0.056
C: -2.606 0.314 4.610  -0.053
C: -2.385 0.251 3.242  -0.125
N: -1.488 -0.561 2.692  0.083
H: 2.926 -4.280 1.093  0.104
H: 1.047 -5.443 2.264  0.109
H: -0.674 -4.052 3.423  0.118
H: 2.975 -1.798 1.108  0.104
H: -0.304 -2.001 5.483  0.117
H: -1.995 -0.479 6.510  0.109
H: -3.342 0.997 5.007  0.107
H: -2.940 0.878 2.555  0.105
C: 3.064 -2.774 -2.979  -0.158
C: 2.984 -1.383 -2.377  -0.192
N: 1.825 -1.293 -1.517  0.072
C: 0.737 -2.120 -1.522  -0.415
N: -0.197 -1.875 -0.676  0.026
C: -1.419 -2.652 -0.695  -0.231
C: -1.252 -4.011 -1.361  -0.161
C: -0.532 -3.814 -2.683  -0.161
N: 0.738 -3.154 -2.436  -0.052
C: 1.697 -3.140 -3.524  -0.162
H: 3.343 -3.502 -2.214  0.115
H: 3.818 -2.799 -3.766  0.116
H: 2.926 -0.637 -3.179  0.106
H: 3.880 -1.161 -1.792  0.119
H: 1.677 -0.443 -0.986  0.074
H: -2.202 -2.078 -1.206  0.108
H: -1.755 -2.774 0.338  0.097
H: -2.222 -4.484 -1.521  0.113
H: -0.653 -4.670 -0.725  0.110
H: -1.156 -3.213 -3.360  0.131
H: -0.326 -4.765 -3.179  0.119
H: 1.403 -2.426 -4.308  0.133
H: 1.703 -4.135 -3.973  0.121

Forces on atoms 1 to 3 (eV/Å):
Ag -0.1 0.3 -0.8
C 0.0 -0.1 0.0
Si 0.0 -0.1 0.0

Results
E_LUMO: 0.5 eV
M: 639.75 g/mol
Frontier orbital gap: 0.2464 Ha
Multiplicity: 1
Total charge: 0

No. 4
Below is a molecular structure, C29H43BBrN7O2PtS4 at a distorted geometry, with properties calculated with the ωB97M-V functional and the def2-TZVPD basis.

Last column: Löwdin charge in e.
Element x y z (Å)
Pt: 11.247 12.409 9.670  0.776
C: 6.473 17.354 13.466  -0.037
C: 7.943 17.727 13.555  -0.523
C: 8.390 18.568 12.340  -0.023
C: 8.245 18.551 14.812  -0.040
N: 8.781 16.472 13.560  0.028
C: 9.505 16.056 14.596  0.041
C: 9.911 14.769 14.312  0.021
N: 9.454 14.401 13.110  0.078
B: 10.048 13.175 12.199  -0.560
N: 11.338 12.688 12.962  -0.011
C: 11.361 11.940 14.119  -0.117
C: 12.610 11.491 14.306  -0.045
N: 13.388 11.920 13.239  0.035
C: 12.579 12.633 12.403  -0.649
S: 13.039 13.373 10.926  0.646
C: 14.904 11.730 13.180  -0.511
C: 15.193 10.212 13.274  -0.023
C: 15.513 12.500 14.374  -0.011
C: 15.600 12.229 11.924  -0.099
N: 9.035 11.988 12.087  0.072
C: 7.676 12.162 11.979  0.027
C: 7.080 10.890 11.798  0.032
N: 8.048 9.977 11.694  0.044
C: 9.289 10.631 11.838  -0.686
S: 10.725 9.870 11.823  0.951
C: 7.826 8.422 11.567  -0.489
C: 8.089 7.884 12.979  -0.027
C: 6.343 8.229 11.263  -0.047
C: 8.682 7.837 10.447  -0.040
C: 8.714 15.468 12.593  -0.682
S: 7.886 15.419 11.196  0.940
H: 5.891 18.224 13.655  0.086
H: 6.182 16.546 14.186  0.115
H: 6.166 16.984 12.472  0.055
H: 7.747 19.415 12.233  0.094
H: 8.367 18.017 11.440  0.025
H: 9.427 18.955 12.510  0.114
H: 7.607 19.439 14.780  0.106
H: 9.284 18.920 14.882  0.106
H: 7.931 18.038 15.719  0.094
H: 9.722 16.703 15.411  0.135
H: 10.533 14.129 14.923  0.131
H: 10.330 13.720 11.153  0.056
H: 10.477 11.838 14.734  0.141
H: 12.967 10.879 15.134  0.145
H: 14.631 9.661 14.009  0.068
H: 16.250 9.971 13.435  0.101
H: 14.908 9.739 12.299  0.100
H: 15.092 12.132 15.303  0.083
H: 15.311 13.545 14.214  0.087
H: 16.593 12.358 14.364  0.100
H: 15.246 11.751 11.018  0.049
H: 16.646 11.928 12.081  0.109
H: 15.484 13.305 11.855  0.057
H: 7.216 13.154 12.122  0.088
H: 6.041 10.666 11.651  0.137
H: 7.421 8.374 13.700  0.095
H: 9.099 8.009 13.309  0.051
H: 7.826 6.790 12.947  0.124
H: 5.669 8.476 12.085  0.093
H: 6.184 7.167 11.042  0.106
H: 6.006 8.761 10.381  0.098
H: 9.677 7.545 10.795  0.059
H: 8.832 8.596 9.682  0.078
H: 8.186 6.967 10.023  0.097
Br: 11.942 15.865 8.545  0.812
C: 10.547 14.852 7.786  -0.728
C: 9.929 15.352 6.656  -0.086
C: 8.819 14.719 6.102  -0.002
C: 8.417 13.573 6.715  0.016
C: 9.105 13.054 7.779  -0.188
N: 10.177 13.686 8.282  -0.061
C: 8.627 11.798 8.416  -0.583
O: 7.565 11.282 8.130  0.090
O: 9.483 11.232 9.221  -0.215
H: 10.300 16.308 6.259  0.117
H: 8.355 15.255 5.255  0.143
H: 7.480 13.125 6.414  0.139
C: 12.410 9.706 8.545  -0.391
S: 12.360 11.294 7.756  0.795
C: 14.031 11.873 7.836  -0.379
H: 12.735 9.749 9.597  0.022
H: 13.057 9.006 7.965  0.072
H: 11.378 9.289 8.502  0.049
H: 14.708 11.183 7.273  0.076
H: 14.348 12.031 8.864  -0.009
H: 14.112 12.819 7.291  0.055

Forces on atoms 1 to 3 (eV/Å):
Pt 0.1 0.1 0.0
C -0.3 -1.6 -0.1
C 0.8 0.8 -0.6

Results
Energy above the lowest of the compared OMol25 structures with the same formula, charge and spin: 0.126 eV
E_LUMO (alpha / beta): -4.6 / -8.0 eV
M: 935.77 g/mol
Frontier orbital gap (alpha / beta): 0.2809 / 0.1872 Ha
Multiplicity: 5
Total charge: +2